(1)
Here is a structure of composition C15H31IrN5O7 from the Open Molecules 2025 dataset. Energies are from wB97M-V/def2-TZVPD.

Output
- 2S+1: 5
- Net charge: +1
- HOMO energy (spin up / spin down): -8.85 / -11.75 eV

Geometry (Å):
O (-0.006, 0.303, -5.114)
H (-0.501, -0.053, -5.858)
Ir (0.041, 0.016, 0.008)
N (0.369, 1.587, 1.171)
N (1.443, 0.937, -0.981)
N (-1.119, -1.078, 1.228)
N (-0.171, -1.674, -0.999)
O (-0.245, 1.743, 2.309)
O (-1.417, -0.735, 2.545)
O (0.281, -1.945, -2.266)
O (1.962, 0.407, -2.021)
C (1.953, 2.087, -0.447)
C (1.333, 2.466, 0.764)
C (-1.327, -2.361, 0.881)
C (-0.764, -2.701, -0.364)
C (1.671, 3.577, 1.674)
H (1.958, 3.234, 2.680)
H (0.829, 4.274, 1.781)
H (2.521, 4.123, 1.248)
C (3.065, 2.766, -1.145)
H (2.799, 3.027, -2.185)
H (3.955, 2.115, -1.177)
H (3.318, 3.684, -0.598)
C (-2.001, -3.318, 1.787)
C (-0.810, -4.060, -0.953)
H (-2.634, -2.806, 2.505)
H (-1.291, -3.955, 2.324)
H (-2.612, -3.990, 1.180)
H (-0.034, -4.209, -1.696)
H (-1.787, -4.249, -1.406)
H (-0.693, -4.798, -0.155)
H (-1.181, 0.248, 2.575)
H (0.745, -1.110, -2.534)
C (-0.942, 0.794, -4.147)
H (-0.347, 1.440, -3.491)
H (-1.309, -0.044, -3.536)
H (-1.798, 1.356, -4.571)
O (-1.929, 1.046, -0.385)
H (-2.207, 0.322, 0.237)
H (-1.607, 1.719, 0.263)
O (1.780, -0.930, 0.581)
C (2.257, -1.190, 1.741)
C (3.515, -2.004, 1.759)
C (4.680, -1.245, 2.396)
C (4.626, -1.231, 3.929)
C (3.450, -0.474, 4.560)
C (2.081, -1.072, 4.226)
N (1.656, -0.771, 2.853)
H (3.303, -2.965, 2.271)
H (3.724, -2.180, 0.696)
H (5.606, -1.742, 2.076)
H (4.718, -0.215, 2.001)
H (4.606, -2.275, 4.286)
H (5.554, -0.764, 4.286)
H (3.559, -0.514, 5.654)
H (3.468, 0.589, 4.275)
H (2.085, -2.168, 4.374)
H (1.312, -0.645, 4.889)
H (0.817, -0.201, 2.775)

(2)
Here is the ion C3H6NO with charge +1 from the Open Molecules 2025 dataset. Energies are from wB97M-V/def2-TZVPD.

Output
- Energy relative to the best compared isomer or geometry (same formula, charge and spin): 202.18 kJ/mol
- Net charge: +1
- HOMO energy: -16.33 eV
- SMILES: C=[N+](C)C=O

Geometry (Å):
C (-0.922, 0.365, 1.223)
C (1.259, 0.513, 0.329)
C (-0.358, -0.643, -1.336)
N (-0.109, 0.063, 0.323)
O (1.852, 0.572, 1.367)
H (-1.936, 0.018, 1.410)
H (-0.360, 0.753, 2.062)
H (1.711, 0.824, -0.547)
H (-0.247, 0.246, -1.963)
H (-1.228, -1.249, -1.460)
H (0.337, -1.460, -1.406)

Ordered largest force on an atom results: 3.5; 6.4; unit eV/A.